(1)
19
Properties=species:S:1:pos:R:3:forces:R:3 method="wB97M-V/def2-TZVPD" lumo_energy_ev=-1.0 homo_lumo_gap_ev=7.230 charge=0 spin_multiplicity=1 e_tot_ev=-14919.14125 relative_energy_kj_mol=865.4 homo_ev=-8.2
C -0.63588 -1.65585 -0.30296 2.3890 6.3823 0.6443
C 0.39885 -1.33533 -2.41553 -0.2654 4.4754 3.4665
C 0.42579 0.65209 -0.72701 -2.0826 -2.7888 2.9215
C 0.78600 1.99892 -0.34526 0.9905 -1.6842 1.1111
C 0.67882 2.34284 1.02852 2.2059 0.9935 1.8314
C 0.18433 1.47376 2.13894 3.2048 -1.6891 -12.6185
C -0.21629 0.22922 1.81503 -1.0197 -4.7219 -2.5370
C -0.16634 -0.27096 0.39794 0.9537 1.2723 -2.2241
H -2.33086 -2.04339 1.47157 3.9137 -0.5449 -3.5543
H -2.40292 -3.28296 0.05280 5.1029 3.3324 -0.3954
H 1.45357 0.86950 -2.40024 -3.0833 -3.4583 0.0933
H 1.46805 2.49041 -1.10330 -1.1211 0.1516 1.2255
H 1.35677 3.27271 1.47329 -2.3051 -2.0514 -1.6224
H -0.11938 1.73466 2.94310 -2.5051 4.1775 10.3014
H -0.56172 -0.55798 2.64148 0.5892 1.9576 -1.8986
N -1.37230 -2.47055 0.31923 -11.2497 -5.7610 7.6987
N -0.30610 -1.98330 -1.46996 0.6106 -1.5363 -3.1347
N 0.60932 0.13389 -2.02905 2.7603 3.4605 1.5458
O 0.75029 -1.59768 -3.48859 0.9115 -1.9672 -2.8545

(2)
21
Properties=species:S:1:pos:R:3:forces:R:3 method="wB97M-V/def2-TZVPD" lumo_energy_ev="-0.3 / -4.2" s_squared=2.028 homo_lumo_gap_ev="7.236 / 6.136" charge=0 spin_multiplicity=3 e_tot_ev=-19013.06774 homo_ev="-7.5 / -10.4"
C 1.92096 -1.51196 -0.48322 -2.6974 2.3406 0.7664
C -1.79365 0.49781 0.06845 1.4122 -1.9146 3.6705
C -1.33426 0.30581 -1.17131 1.7881 -1.4004 0.0944
C 0.05934 -0.89066 1.03907 6.9535 -4.7142 -2.0939
C -1.10685 -0.29615 1.16485 -8.3045 5.5415 -1.9354
C 1.96679 1.65268 -0.88817 3.0866 3.5168 -0.4267
C -0.15976 -0.57650 -1.46852 0.1181 -0.4243 0.7886
C 0.82413 -0.69391 -0.24497 -3.9150 3.8579 1.6747
N 2.88780 -2.04649 -0.56920 4.8201 -3.1159 -0.6615
N 1.23650 1.12460 0.00380 -3.1209 -5.6773 2.3829
N -1.88186 -0.37021 2.31719 -0.0624 0.9554 1.5497
O -2.82324 0.42762 2.48107 0.0739 -0.4432 -0.3809
O 2.51040 1.24698 -1.86671 -0.0990 -1.2047 -1.8047
O -1.52369 -1.15446 3.20116 0.2208 -0.4671 -0.2370
H -2.65243 1.12720 0.29825 0.2697 -0.4349 0.0964
H -1.84872 0.75665 -1.93602 -0.8529 1.0272 -2.0103
H 0.31531 -1.79044 1.62323 -0.1058 0.7823 -0.0443
H 2.14630 2.68282 -0.53372 0.2005 0.7350 -0.2685
H -0.48027 -1.61260 -1.72359 0.0402 0.5001 0.2785
H 0.41451 -0.25144 -2.30543 0.2654 0.4942 -0.7747
H 1.32270 1.37263 0.99378 -0.0911 0.0455 -0.6641

(3)
20
Properties=species:S:1:pos:R:3:forces:R:3 method="wB97M-V/def2-TZVPD" lumo_energy_ev="-7.6 / -7.7" homo_lumo_gap_ev="5.825 / 5.358" charge=+1 spin_multiplicity=1 e_tot_ev=-16404.80076 relative_energy_kj_mol=308.3 homo_ev="-13.5 / -13.0"
C -1.20740 -1.76337 -0.08486 0.0424 -0.0892 -0.0895
C 1.20581 -1.65161 0.25676 -0.1130 -0.0578 -0.0525
C 2.36336 -0.89953 0.33922 -0.1464 -0.0842 -0.0106
C 1.15271 1.13480 -0.19786 -0.7717 0.2856 -0.2612
C 0.00133 -1.05521 -0.08208 0.3670 -0.0054 0.1155
C 2.35971 0.51081 0.11143 0.4865 0.1265 -0.0013
C -0.05902 0.39519 -0.36841 0.9242 0.2988 0.3171
C -4.09060 0.31463 -0.24990 -1.0226 -0.8346 -0.7016
N -2.21245 -2.31708 -0.07469 -0.4469 -0.3264 -0.0072
N -3.68530 1.56022 0.39021 0.2659 0.3443 0.4115
N -2.87567 0.65801 0.42151 0.0821 0.4416 0.7170
N 3.50637 1.19811 0.20423 -0.3647 -0.2995 0.0248
O -1.10199 0.93110 -0.76899 0.4775 -0.0386 -0.5555
H 1.23838 -2.71248 0.46360 -0.0094 0.0091 0.0234
H 3.29244 -1.38816 0.59959 0.0615 -0.0126 0.0083
H 1.10327 2.19525 -0.40441 0.0145 0.0493 0.0452
H -4.75665 -0.36332 0.26680 -0.0313 0.1082 0.0482
H -4.12205 0.32090 -1.33121 0.1143 -0.0056 -0.0204
H 4.36769 0.73697 0.45342 -0.0151 0.1103 -0.0267
H 3.52007 2.19475 0.05563 0.0854 -0.0198 0.0157

(4)
21
Properties=species:S:1:pos:R:3:forces:R:3 method="wB97M-V/def2-TZVPD" lumo_energy_ev="-0.2 / -0.2" homo_lumo_gap_ev="6.885 / 6.887" charge=0 spin_multiplicity=1 e_tot_ev=-17903.34481 relative_energy_kj_mol=69.2 homo_ev="-7.0 / -7.0"
C -1.77555 0.93641 1.71392 -0.0336 -0.0739 0.0732
C 3.47842 -0.63047 -1.10198 -0.0568 -0.0639 -0.1151
C 3.67267 -0.09993 0.18187 -0.0508 0.1301 0.2895
C -0.39777 0.98543 1.91666 -0.1959 0.1433 0.2722
C 1.27331 -0.32404 -0.94865 0.3363 0.3985 1.0193
C 1.49276 0.22623 0.36529 0.8739 -0.6067 -1.0745
C -2.14322 0.44767 0.49614 4.1119 -0.7587 -1.9090
C -3.37294 -0.70448 -1.11450 -0.0544 -0.4979 -0.2116
N 2.30386 -0.75886 -1.68302 -0.2938 -0.0159 -0.1770
N 2.67205 0.33347 0.94061 -0.3710 0.1083 0.1300
N -0.02614 -0.29458 -1.25497 -0.0251 -0.3515 -0.9485
N 0.24616 0.56960 0.80632 -0.4009 0.0831 -0.0810
N -0.58573 0.28908 -0.21698 -4.0330 0.7579 2.2842
O -3.17514 0.45375 -0.29842 -0.1764 0.5125 0.1726
H -2.49095 1.19232 2.47323 -0.1193 0.1203 0.0595
H 4.32396 -0.96604 -1.68718 0.1623 -0.0023 0.0706
H 4.65856 -0.01264 0.61132 0.1513 -0.0651 -0.0638
H 0.14287 1.30113 2.78359 0.1335 0.0046 0.0883
H -2.41692 -1.05829 -1.50593 -0.1070 0.0599 0.0203
H -4.01551 -0.38770 -1.93428 0.0556 -0.0291 0.0932
H -3.86477 -1.49804 -0.54303 0.0932 0.1464 0.0076

(5)
23
Properties=species:S:1:pos:R:3:forces:R:3 method="wB97M-V/def2-TZVPD" lumo_energy_ev=-1.7 homo_lumo_gap_ev=6.441 charge=0 spin_multiplicity=1 e_tot_ev=-30782.45459 relative_energy_kj_mol=181.6 homo_ev=-8.2
N -1.49021 3.80118 -2.91871 -0.5874 -1.4313 -1.4001
C -0.66659 2.78651 -2.48883 0.1041 2.3062 3.4420
S 0.43554 3.33281 -1.31877 0.4680 -0.7348 -0.6863
N -1.01318 1.48805 -2.70689 1.2387 1.8958 2.6106
N -0.50537 0.41089 -1.98970 0.2836 -2.0350 5.5150
C -0.64514 0.40942 -0.54514 -0.0543 0.8908 -7.1264
C -0.06688 -0.61633 0.32214 -1.6373 1.0544 1.3171
C 0.55085 -1.68918 -0.31016 1.1053 -0.9846 -0.6585
C 1.24630 -2.62064 0.38973 -0.5200 -0.1605 -2.6690
C 1.35453 -2.51619 1.76127 0.1680 -0.8499 0.0364
N 1.96517 -3.32966 2.57451 1.5373 0.3458 0.5143
O 1.96111 -2.68525 3.81496 -2.5318 0.7088 -1.3501
N 0.97002 -1.62895 3.62857 0.1693 0.5761 2.3897
O 0.50725 -0.98923 4.52434 0.2540 0.3516 2.2705
C 0.67741 -1.46465 2.38592 0.9559 -2.0863 -1.4676
C -0.17588 -0.61629 1.71758 0.0824 2.3547 -1.9481
H -1.39270 4.79044 -2.64552 0.3406 -1.4148 -0.0479
H -2.40257 3.44421 -3.15153 -0.3535 0.6633 -0.3149
H -1.59848 1.30492 -3.44630 -1.3085 -1.0469 -1.9333
H -1.22072 1.25710 -0.27291 -0.2346 0.6065 1.2642
H 0.45431 -1.66577 -1.39295 0.3597 -0.4401 0.1467
H 1.70381 -3.39881 -0.16586 0.4659 -0.7630 -0.1282
H -0.64861 0.19542 2.23427 -0.3054 0.1930 0.2238

(6)
20
Properties=species:S:1:pos:R:3:forces:R:3 method="wB97M-V/def2-TZVPD" lumo_energy_ev=-0.3 homo_lumo_gap_ev=9.388 charge=0 spin_multiplicity=1 e_tot_ev=-18085.54059 relative_energy_kj_mol=250.4 homo_ev=-9.7
O 2.74178 -0.81830 2.48356 -0.8064 3.5056 -3.8092
C 2.55032 -0.12602 1.47648 0.8584 -1.7525 0.4276
O 1.81602 1.08951 1.32420 -0.1987 -1.6427 0.1924
C 1.11805 1.06550 0.05516 -0.3573 -2.3354 -1.6364
C -0.38968 0.53350 0.08435 -4.3310 -0.9687 0.7087
C -1.49022 0.95569 -0.90683 0.4088 -1.8908 2.3714
C -2.87333 0.34160 -0.79992 0.4399 0.2669 -0.5123
N -3.41064 -0.62517 0.09196 5.9285 2.4220 0.0004
C -2.36515 -0.97142 0.99076 0.7809 -0.2637 0.2592
C -0.92466 -0.50754 1.08725 -1.1090 1.5304 -2.3757
C 1.87473 -0.18941 -0.65905 -0.8453 -2.1366 -0.8688
O 2.14015 -0.09433 -2.06656 -0.2754 0.2627 1.5847
O 3.04037 -0.49377 0.16290 -1.8911 1.5026 1.5546
H 1.18505 2.00747 -0.58867 0.2294 -1.1495 1.3872
H -1.25895 1.71782 -1.72364 -0.5501 -1.2152 1.2797
H -3.62901 0.69367 -1.59927 1.3588 -0.5441 1.4280
H -2.67281 -1.77838 1.75757 0.5762 1.4880 -1.2880
H -0.23514 -0.93145 1.89215 -1.2662 0.6258 -1.1960
H 1.26948 -1.17013 -0.54631 0.3935 1.8241 0.0130
H 1.51363 -0.69882 -2.51607 0.6562 0.4713 0.4796

(7)
21
Properties=species:S:1:pos:R:3:forces:R:3 method="wB97M-V/def2-TZVPD" lumo_energy_ev=-1.2 homo_lumo_gap_ev=8.086 charge=0 spin_multiplicity=1 e_tot_ev=-28919.98944 relative_energy_kj_mol=285.6 homo_ev=-9.2
C -1.02646 -0.78191 1.44776 2.8033 -1.5461 -0.9720
C -1.66721 0.41269 1.23012 -3.9125 -0.4187 2.6792
C -0.04737 -1.31802 0.54620 -3.7831 3.8044 -0.9618
C -1.40207 1.19238 0.14507 -0.3819 0.2514 -3.2248
C 0.03053 -0.53550 -0.65528 1.3366 -2.2642 1.0101
C -0.58345 0.67558 -0.90899 -0.8704 -1.4302 4.2439
C 0.81711 0.34401 -2.48563 2.3081 -0.0525 -3.0499
C 1.84306 -1.82715 -1.83745 -4.5935 -2.9022 -0.5345
N 0.93547 -0.74657 -1.71933 -2.4378 3.5777 0.9985
O 0.05943 3.24991 0.80959 -0.5750 0.7089 -0.1123
O -0.60610 2.08846 2.92021 -0.8129 0.8350 -0.3060
O 1.06753 1.17332 1.52271 1.0433 -0.6848 -0.6040
O -0.10578 1.22271 -1.99589 0.5492 -0.6218 -0.6852
S -0.00618 2.08868 1.62230 2.0128 0.5374 1.8619
H -1.01650 -1.19366 2.41524 -0.6759 -0.7472 1.0104
H -2.56385 0.72150 2.01306 2.7778 -0.6232 -2.1899
H 0.39563 -2.25895 0.66248 0.8514 -0.9548 0.3333
H -1.98029 2.04923 -0.09612 -0.4505 0.7210 0.1548
H 2.15815 -2.10637 -0.89103 1.3313 -0.2391 1.6727
H 1.17042 -2.73234 -2.16573 1.3111 1.2822 0.4250
H 2.52792 -1.71801 -2.57929 2.1684 0.7667 -1.7494

(8)
19
Properties=species:S:1:pos:R:3:forces:R:3 method="wB97M-V/def2-TZVPD" lumo_energy_ev="3.7 / 1.1" s_squared=2.018 homo_lumo_gap_ev="4.972 / 5.720" charge=-1 spin_multiplicity=3 e_tot_ev=-16596.22597 relative_energy_kj_mol=0.0 homo_ev="-1.3 / -4.6"
C 1.69728 -0.99773 -0.59969 0.7921 -0.8008 0.5403
C 0.50634 -1.14441 -1.10002 -2.0227 1.4681 0.1262
C 0.90699 1.11023 0.56437 7.8901 -1.3118 2.7963
C -0.30630 0.90209 0.14355 -8.3272 1.1708 -1.7653
C -1.29731 1.97072 0.43496 4.0317 -0.1740 0.5929
C -1.31744 -1.23800 0.62146 -3.2410 -1.3506 1.0552
C 1.93871 -0.02713 0.48712 -0.1928 1.2108 -0.1956
C -0.63304 -0.28135 -0.63203 0.4904 -0.0936 -1.2808
O -2.57557 -1.21031 0.45393 2.4224 0.0324 0.2337
O -2.32716 2.33000 -0.08136 -2.4760 -0.0905 -0.9157
O -0.57040 -1.80963 1.38870 0.0609 0.6263 -0.4029
O -1.60077 -0.17075 -1.64329 -0.0569 -0.3453 0.4022
H 2.50803 -1.60110 -0.99067 0.1929 -0.0539 0.2179
H 0.18383 -1.81804 -1.83861 0.0534 -0.8870 -1.0105
H 1.22861 1.77887 1.36542 -0.6580 0.4390 -0.4675
H -0.72776 2.74110 1.07739 -0.5983 -0.5331 -0.0193
H 1.99422 -0.50129 1.52050 0.5096 0.3144 -1.2028
H 2.84339 0.47108 0.09892 0.4640 -0.1302 1.1883
H -2.45165 -0.50434 -1.27067 0.6653 0.5090 0.1072

(9)
21
Properties=species:S:1:pos:R:3:forces:R:3 method="wB97M-V/def2-TZVPD" lumo_energy_ev="-0.3 / -0.3" s_squared=0.767 homo_lumo_gap_ev="3.661 / 7.312" charge=0 spin_multiplicity=2 e_tot_ev=-28283.94976 homo_ev="-4.0 / -7.6"
Ag -1.73971 -0.07402 -0.27857 0.3328 0.0447 0.6314
O -1.50031 -0.09262 1.80433 -1.0637 -0.0191 -0.6637
N -0.20571 -0.08392 2.11733 0.4226 -0.0286 0.6133
C 0.49029 -1.25752 2.19683 0.2975 -0.7895 -0.1737
C 1.81869 -1.26382 2.50923 -0.2688 -0.0304 -0.1577
C 2.49439 -0.06102 2.75563 0.4293 -0.0109 0.1618
C 1.76119 1.12858 2.65593 -0.3267 0.0279 -0.1635
C 0.43309 1.10218 2.34223 0.3312 0.7486 -0.0844
H -0.08351 -2.14752 1.98173 -0.0268 0.0490 0.0785
H 2.34149 -2.20712 2.55553 -0.0388 -0.1112 0.0066
H 3.54109 -0.04702 3.00313 0.1377 -0.0191 0.0481
H 2.23999 2.07928 2.81933 -0.0052 0.1940 0.0366
H -0.18241 1.98228 2.23673 -0.0438 -0.0187 0.0680
S -2.03371 -0.67752 -4.84877 0.4695 0.5614 1.2793
C -1.00031 0.66978 -4.48307 -0.4733 -0.6115 0.0948
C -0.88571 0.82728 -3.13717 0.3753 0.4881 -0.7745
N -1.57491 -0.06052 -2.38287 -1.2582 -1.4664 -0.8966
C -2.22981 -0.92822 -3.15077 0.7055 0.9663 -0.2363
H -0.55431 1.24598 -5.26717 0.1294 0.1537 -0.1131
H -0.29311 1.58958 -2.65997 0.0198 0.0455 0.0737
H -2.83661 -1.72402 -2.76957 -0.1454 -0.1740 0.1712

(10)
21
Properties=species:S:1:pos:R:3:forces:R:3 method="wB97M-V/def2-TZVPD" lumo_energy_ev=2.7 homo_lumo_gap_ev=6.367 charge=-1 spin_multiplicity=1 e_tot_ev=-17295.63283 relative_energy_kj_mol=0.0 homo_ev=-3.6
O 0.71992 -1.58776 -2.58533 -0.4090 -0.3917 -0.2971
C 1.21998 -1.69741 -1.46061 0.0497 2.9369 -0.0191
O 1.87438 -2.53184 -0.87976 0.4823 -1.7488 0.4707
C 1.15971 -0.26851 -0.53264 1.9040 0.4638 -0.1617
B 1.26821 1.10039 -1.40477 1.8641 -2.6209 2.2204
O 2.54996 1.62659 -1.39043 0.5364 0.5725 -0.7250
O 0.19700 1.67018 -1.91650 -1.5268 2.4149 -3.3565
C -0.00828 -0.29299 0.38417 -0.7337 -1.0812 -1.4344
C -1.33096 -0.16206 -0.18389 3.3553 0.4299 0.5905
C -2.35079 -0.04849 0.65803 -3.2923 0.0654 0.6249
C -2.20581 -0.13840 2.03434 -2.1701 -0.0415 2.7636
C -0.99710 -0.39491 2.60547 1.6613 0.1356 -1.1137
C 0.10493 -0.59580 1.71086 -0.2807 0.9019 1.5666
H 2.19073 -0.32433 0.00730 -2.0038 0.0270 -0.4273
H 2.78680 2.40270 -1.92757 -0.5299 -0.4673 0.2715
H 0.36724 2.23915 -2.73553 -0.3574 -1.0401 1.9011
H -1.32780 -0.02266 -1.22740 -0.5902 0.0225 -1.0607
H -3.38299 0.13669 0.32719 0.4655 -0.1530 -0.2550
H -3.11526 -0.07723 2.78562 1.6762 0.2285 -1.8949
H -0.81924 -0.20856 3.65985 -0.1158 -0.7536 0.0766
H 1.09936 -0.82476 2.07160 0.0151 0.0991 0.2593

(11)
25
Properties=species:S:1:pos:R:3:forces:R:3 method="wB97M-V/def2-TZVPD" lumo_energy_ev="-17.2 / -17.0" s_squared=15.764 homo_lumo_gap_ev="4.609 / 4.772" charge=+4 spin_multiplicity=8 e_tot_ev=-69215.63891 relative_energy_kj_mol=100.8 homo_ev="-21.8 / -21.8"
Gd -2.53590 -1.09056 -3.86789 -5.2226 -1.2503 -0.3313
Bi 0.70901 -0.44003 -0.00741 0.0205 1.5710 1.7904
Cl -3.56831 -2.16673 -1.96685 0.7644 0.5997 -1.0388
Cl -0.20449 1.74418 -0.78983 -0.6179 -1.7012 -0.3555
C 1.73269 1.73790 1.16658 -0.0140 4.2531 0.4252
C -0.43401 -1.58850 -3.10487 8.1276 -3.3315 -0.4455
C -0.81975 0.44199 -4.57218 6.2848 4.8299 -2.5645
O 1.70902 2.88437 1.26170 0.4873 -4.6663 -0.0052
O 0.65434 -1.98247 -3.25503 -5.6317 2.0580 1.1523
O 0.11662 1.03169 -4.92387 -4.8856 -2.9697 1.7458
C 0.09923 -2.71534 5.04184 0.2733 -0.5886 0.3039
C -0.46486 -2.17940 3.78917 -0.0248 -0.2520 -0.1133
C -1.74440 -2.11699 3.22137 -0.5632 0.5359 -0.4878
C -1.65780 -1.37825 2.04824 0.4415 -0.4174 1.1807
N -0.35253 -1.04852 1.86865 1.1351 0.4217 -1.4736
N 0.34696 -1.64309 2.87891 0.9316 0.5798 -0.0375
C -2.68965 -0.94222 1.11676 -1.2179 -0.2081 -0.4975
H 0.08317 -2.05195 5.92088 -0.3898 0.1618 -0.4848
H -0.44251 -3.62315 5.31538 0.0950 0.0248 0.0673
H 1.15714 -2.95541 4.88910 -0.1550 -0.1445 0.0386
H -2.66395 -2.54109 3.58084 -0.0530 0.0266 0.3976
H 1.35465 -1.55242 2.95119 -0.1655 0.1234 0.2860
H -2.80726 -1.62236 0.27080 0.1635 -0.2234 0.3202
H -3.65076 -0.98248 1.65003 0.1686 0.3490 -0.3208
H -2.54131 0.04543 0.67359 0.0481 0.2181 0.4484

(12)
22
Properties=species:S:1:pos:R:3:forces:R:3 method="wB97M-V/def2-TZVPD" lumo_energy_ev=0.0 homo_lumo_gap_ev=7.853 charge=0 spin_multiplicity=1 e_tot_ev=-106848.21660 relative_energy_kj_mol=158.4 homo_ev=-7.8
C 3.49218 -1.09798 -2.40897 0.7975 -0.2208 -0.8793
C 2.53868 -0.38637 -2.31757 -0.2079 -0.3340 0.7114
C -1.54327 -1.90761 0.14868 0.6134 -0.8045 -0.5644
C -1.75818 -1.86245 -1.27043 0.4149 0.5328 -1.3606
C -0.82963 -1.21927 -2.06332 0.7731 -0.0641 1.8115
C 0.21916 -0.43688 0.07385 -1.5204 1.1128 -2.3968
C -1.86673 1.11694 1.63010 2.3271 0.8694 3.2708
C 1.22402 0.21108 -2.19672 0.3759 -0.1754 1.0582
N -0.58911 -1.30720 0.74172 -0.0422 -0.8951 0.8908
N 0.28639 -0.67304 -1.49291 -0.0787 1.4315 3.4647
O -1.13341 1.90987 -0.68224 0.1666 0.4040 -1.0065
S -0.42393 1.41295 0.52176 -0.8145 0.4245 0.3285
Cl -0.67629 -1.10798 -3.72798 -1.4233 -0.9276 -1.3578
Br -3.11001 -2.90511 -2.04634 -0.1880 0.0105 -0.0122
H 4.30703 -1.66346 -2.80886 0.0066 0.0259 0.4887
H -2.06096 -2.65673 0.73400 -0.5523 0.1860 0.0135
H 1.11975 -0.22122 0.58430 1.6761 -0.8227 -0.3911
H -1.67699 0.21206 2.24432 -0.4174 0.6114 -0.3756
H -2.60867 1.03976 0.93978 -2.3198 -0.7281 -1.9012
H -2.15029 2.02148 2.31103 1.1019 -1.4471 -1.2785
H 0.97193 0.41988 -3.19853 -0.9178 0.2598 -0.8938
H 1.21295 1.16341 -1.70326 0.2293 0.5509 0.3798

What is the charge in the third record?
+1